Record 1
Entry from the Open Molecules 2025 dataset: a 3-piece molecular cluster, C4H18N3O2 overall (the ωB97M-V functional and the def2-TZVPD basis).

Computed properties:
E   -477.745004 a.u.
ΔE to the lowest compared entry with this formula, charge and spin   0.00 kcal/mol
LUMO energy   -2.42 eV
Highest occupied orbital energy   -13.3 eV
Charge   +1

Cartesian coordinates (Å):
N  0.7390  -0.6603  0.7236
C  -0.3098  0.1605  0.0521
C  -0.1697  0.0411  -1.4631
C  0.1550  -1.3593  -1.9875
N  -0.3136  -2.4185  -1.0712
C  -0.1888  1.6022  0.5464
N  -0.1359  1.5645  2.0101
H  0.6458  -0.5644  1.7364
H  0.5668  -1.6366  0.4169
H  1.6708  -0.3574  0.4421
H  -1.2777  -0.2295  0.3827
H  0.5535  0.7592  -1.8479
H  -1.1195  0.3760  -1.8918
H  1.2300  -1.4993  -2.1161
H  -0.2751  -1.4803  -2.9875
H  -0.0225  -3.3410  -1.3562
H  -1.3272  -2.3847  -1.0185
H  0.6994  2.0972  0.1536
H  -1.0036  2.1857  0.0996
H  -1.0615  1.6077  2.4248
H  0.4112  2.3321  2.3766
H  -0.1218  3.7207  -2.2683
H  1.3680  3.5999  -2.2269
O  0.5689  3.1758  -1.8993
H  -0.6601  -3.1029  2.6469
H  -0.5893  -1.9470  3.6297
O  -0.4040  -2.1745  2.7085

***

Record 2
Entry from the Open Molecules 2025 dataset: C5H11NO2S as an isolated structure (the ωB97M-V functional and the def2-TZVPD basis).

Computed properties:
E   -800.388544 a.u.
ΔE to the lowest compared entry with this formula, charge and spin   106.11 kcal/mol
LUMO energy   0.73 eV
Highest occupied orbital energy   -9.4 eV

Cartesian coordinates (Å):
C  2.3893  1.7558  0.0806
C  1.6456  1.1760  -0.8220
C  0.2645  -1.3933  -1.2035
C  -2.5608  -0.6570  0.5869
C  0.5362  -0.3508  -0.0647
N  0.7561  -0.8065  1.2326
O  -0.9399  1.4362  1.0959
O  -1.5995  1.0949  -1.2984
S  -1.1865  0.5401  0.0118
H  2.8436  2.6610  -0.0981
H  2.4465  1.2831  1.1196
H  1.3511  1.5360  -1.7561
H  1.0831  -2.1074  -1.0536
H  -0.6669  -1.9276  -1.1951
H  0.2422  -0.9003  -2.1253
H  -3.3378  -0.4565  -0.1344
H  -2.1214  -1.6692  0.5639
H  -2.7817  -0.3339  1.6139
H  0.0239  -0.5101  1.8942
H  1.6124  -0.3705  1.5516

***

Record 3
Entry from the Open Molecules 2025 dataset: C3H4NO2 as an isolated structure (the ωB97M-V functional and the def2-TZVPD basis).

Computed properties:
E   -321.344651 a.u.
ΔE to the lowest compared entry with this formula, charge and spin   201.89 kcal/mol
LUMO energy (alpha / beta)   -8.83 / -7.94 eV
Highest occupied orbital energy (alpha / beta)   -17.5 / -17.0 eV
Charge   +1

Cartesian coordinates (Å):
C  0.8450  0.4082  0.4472
C  0.6064  -0.4395  -0.7141
C  -0.8638  -0.4425  -0.2721
N  -0.4762  0.5042  0.8117
O  2.0789  1.3674  1.2555
O  -1.2322  1.1787  1.4525
H  0.7270  0.2516  -1.5265
H  1.1861  -1.3196  -0.8426
H  -1.7530  -0.2352  -0.8947
H  -1.1180  -1.2733  0.2832

***

Record 4
Entry from the Open Molecules 2025 dataset: C5H7NO as an isolated structure (the ωB97M-V functional and the def2-TZVPD basis).

Computed properties:
E   -324.574311 a.u.
ΔE to the lowest compared entry with this formula, charge and spin   94.22 kcal/mol
LUMO energy   0.70 eV
Highest occupied orbital energy   -8.3 eV

Cartesian coordinates (Å):
C  -1.5384  -0.8453  0.3560
C  -0.3801  -0.3988  -0.5170
C  0.3005  0.8298  -0.1674
N  -0.3735  1.7912  -0.7736
C  1.5653  0.5220  0.4126
C  1.7014  -0.8100  0.1290
O  0.6539  -1.4070  -0.4296
H  -2.2989  -0.0600  0.4030
H  -2.0047  -1.7357  -0.0766
H  -1.2198  -1.0924  1.3790
H  -0.3691  2.7487  -0.4261
H  -0.9586  0.7202  -1.3199
H  2.3442  1.1749  0.7798
H  2.5779  -1.4377  0.2510

***

Record 5
Entry from the Open Molecules 2025 dataset: a 13-piece molecular cluster, C29H84O13 overall (the ωB97M-V functional and the def2-TZVPD basis).

Computed properties:
E   -2133.306697 a.u.
ΔE to the lowest compared entry with this formula, charge and spin   25.19 kcal/mol
LUMO energy   0.40 eV
Highest occupied orbital energy   -9.1 eV

Cartesian coordinates (Å):
C  0.5385  3.8084  -1.7078
C  -0.5539  4.8548  -1.7934
C  -0.3644  5.7985  -2.9678
O  -1.8354  4.2027  -1.9132
H  1.5083  4.2544  -1.4416
H  0.7125  3.1715  -2.5716
H  0.3573  3.2637  -0.7798
H  -0.4703  5.4358  -0.8757
H  -0.3272  5.2902  -3.9339
H  0.5238  6.4215  -2.8415
H  -1.1885  6.5178  -3.0155
H  -1.8237  3.8563  -2.8106
C  1.2008  0.7435  -0.2104
C  0.5729  -0.5452  -0.6736
C  1.5218  -1.3817  -1.5329
O  0.2200  -1.3376  0.4653
H  1.6662  1.2635  -1.0510
H  1.9496  0.6045  0.5691
H  0.3920  1.3656  0.1761
H  -0.3210  -0.4204  -1.2864
H  1.9920  -0.7536  -2.2883
H  1.0020  -2.2460  -1.9632
H  2.2411  -1.9561  -0.9358
H  0.9149  -1.2740  1.1371
C  -3.7942  -1.1547  -2.5981
C  -4.2854  -0.3130  -3.7435
C  -5.7888  -0.4708  -3.8929
O  -3.9443  1.0567  -3.4933
H  -4.2064  -0.6721  -1.7077
H  -2.7189  -1.2441  -2.4359
H  -4.1765  -2.1742  -2.6885
H  -3.8664  -0.6157  -4.7137
H  -6.0313  -1.4579  -4.2886
H  -6.2302  0.2751  -4.5561
H  -6.2727  -0.3892  -2.9132
H  -4.7393  1.5691  -3.6636
C  5.7469  -2.2245  2.5208
C  5.5186  -0.8007  2.0545
C  4.9732  -0.7423  0.6475
O  4.6049  -0.2169  2.9961
H  6.1729  -2.8550  1.7379
H  4.8271  -2.7020  2.8698
H  6.4457  -2.2695  3.3588
H  6.4921  -0.3138  2.1739
H  4.7635  0.2762  0.3081
H  4.1018  -1.3823  0.5153
H  5.7465  -1.0684  -0.0597
H  4.4722  0.7245  2.7906
C  -4.8056  2.4415  1.5001
C  -3.4910  2.8467  0.8908
C  -2.8697  1.7337  0.0248
O  -3.5920  4.0932  0.2378
H  -5.2179  3.2498  2.1126
H  -4.7389  1.5473  2.1155
H  -5.5694  2.3157  0.7209
H  -2.7641  2.9366  1.7162
H  -3.2211  1.7935  -1.0082
H  -3.1002  0.7535  0.4430
H  -1.7845  1.8596  0.0287
H  -2.9069  4.1240  -0.4478
C  -2.5230  -5.3217  1.3490
C  -2.2778  -3.9226  1.8432
C  -2.8218  -2.8862  0.9009
O  -2.8846  -3.7961  3.1573
H  -3.5444  -5.4602  0.9839
H  -2.3762  -6.0502  2.1494
H  -1.8206  -5.5947  0.5566
H  -1.2084  -3.8126  2.0202
H  -2.0345  -2.4766  0.2651
H  -3.2866  -2.0171  1.3686
H  -3.6288  -3.3278  0.3067
H  -3.6971  -4.3129  3.1600
C  -0.0254  6.2203  3.6992
C  -0.9655  5.2489  2.9778
C  -0.1833  4.2654  2.1314
O  -1.7767  4.5466  3.9092
H  0.9270  5.7512  3.9582
H  -0.5027  6.5562  4.6197
H  0.1506  7.0986  3.0765
H  -1.6251  5.8591  2.3593
H  -0.7756  3.4791  1.6686
H  0.5162  3.7325  2.7887
H  0.4246  4.7818  1.3798
H  -1.1823  4.1076  4.5278
C  0.2539  -0.9681  -4.7777
C  -0.8687  -1.3160  -5.7208
O  -1.3161  -2.6675  -5.5836
H  1.1389  -1.5932  -4.8965
H  -0.0300  -1.0115  -3.7268
H  0.5298  0.0752  -4.9745
H  -0.5869  -1.2089  -6.7668
H  -1.7079  -0.6266  -5.5617
H  -1.7345  -2.7663  -4.7230
C  1.6334  -4.6536  0.8300
C  2.1793  -6.0361  0.5270
O  2.1783  -6.2122  -0.8995
H  2.3930  -3.9345  0.5005
H  1.5105  -4.5318  1.9065
H  0.7228  -4.3626  0.3108
H  1.5318  -6.7921  0.9813
H  3.2053  -6.1241  0.8875
H  2.1504  -7.1507  -1.0991
C  1.6123  -1.8222  3.6788
O  2.1081  -1.0448  2.5937
H  2.2609  -1.7263  4.5501
H  0.6369  -1.4144  3.9550
H  1.4762  -2.8589  3.3710
H  3.0426  -0.8037  2.7455
C  -1.6766  0.4000  3.4562
O  -0.4463  1.0746  3.2200
H  -2.3027  1.0798  4.0322
H  -2.1590  0.1842  2.5008
H  -1.5304  -0.5147  4.0363
H  0.0900  0.4998  2.6613
C  4.2706  -3.5837  -2.8026
O  4.9578  -4.4672  -3.6715
H  5.0065  -2.8950  -2.3746
H  3.5477  -2.9937  -3.3682
H  3.8213  -4.0889  -1.9452
H  4.6403  -5.3639  -3.5461
C  3.3443  3.0817  1.1801
O  3.8334  2.3752  2.3125
H  3.6750  2.5385  0.2998
H  2.2477  3.0939  1.1796
H  3.6592  4.1266  1.1419
H  3.6436  2.8674  3.1160

***

Record 6
Entry from the Open Molecules 2025 dataset: a 15-piece molecular cluster, C17H64N10O15 overall (the ωB97M-V functional and the def2-TZVPD basis).

Computed properties:
E   -2362.019618 a.u.
ΔE to the lowest compared entry with this formula, charge and spin   212.30 kcal/mol
LUMO energy   0.03 eV
Highest occupied orbital energy   -8.9 eV

Cartesian coordinates (Å):
C  4.0447  -3.0618  0.0455
C  2.7708  -3.5849  -0.7199
O  1.8022  -2.6818  -1.0416
H  3.7585  -2.3513  0.7922
H  4.7427  -2.4874  -0.5247
H  4.6194  -3.9027  0.3778
H  2.3913  -4.3008  -0.0691
H  3.0006  -4.0422  -1.6905
H  2.2585  -1.9704  -1.3873
C  3.9243  0.6001  -0.3240
C  5.0777  0.5619  -1.2730
O  5.9720  1.6716  -1.0609
H  3.3754  -0.3392  -0.2782
H  3.1595  1.2938  -0.5988
H  4.1360  0.7433  0.6646
H  4.7020  0.6075  -2.3031
H  5.5960  -0.4125  -1.1658
H  5.3873  2.3489  -0.6385
C  -3.2986  -0.2263  -2.2126
O  -4.0346  0.9773  -2.0791
N  -3.7264  -1.3763  -2.7780
N  -2.1519  -0.5048  -1.6605
H  -4.6322  -1.1855  -3.2660
H  -3.2808  -2.3217  -2.7341
H  -1.7771  0.2341  -1.0679
H  -1.4857  -1.2660  -1.6913
C  -1.4663  -3.6107  -2.2598
O  -0.5700  -4.1882  -3.1534
N  -1.0649  -2.9449  -1.2542
N  -2.6951  -3.7557  -2.3907
H  -0.0468  -2.9777  -1.0522
H  -1.8287  -2.6782  -0.6424
H  -2.7453  -4.3045  -3.1915
H  -3.3471  -3.9560  -1.6140
C  -3.7097  -3.3407  0.6656
O  -4.2416  -4.2283  -0.3021
N  -3.1719  -2.1851  0.4497
N  -3.7233  -3.6089  1.9401
H  -3.1933  -1.7564  -0.4792
H  -2.8231  -1.4900  1.1638
H  -4.3172  -4.3873  2.2338
H  -3.2417  -3.2048  2.7129
C  2.2327  3.2918  2.9304
O  1.9596  2.0168  3.0995
N  3.4147  3.8226  2.8174
N  1.2449  4.0409  2.5055
H  4.2015  3.1305  2.8841
H  3.4392  4.8395  2.9957
H  0.3877  3.4758  2.5003
H  1.2021  5.0919  2.2444
C  -2.7369  2.5770  2.1986
O  -1.5018  2.8544  2.7827
N  -3.8242  3.1098  2.6665
N  -2.8723  1.7946  1.1630
H  -3.8520  3.6203  3.5638
H  -4.7254  2.9985  2.0809
H  -1.9987  1.4204  0.7987
H  -3.8269  1.6852  0.6192
C  0.4593  0.1951  0.1894
O  -0.4960  1.1692  -0.2604
H  0.8872  -0.2442  -0.7059
H  -0.0158  -0.6460  0.7556
H  1.2883  0.5106  0.7785
H  0.0516  1.8775  -0.5906
C  1.9942  -0.2401  -3.0986
O  3.0420  -1.2426  -3.2998
H  2.1997  0.5070  -2.3557
H  1.1448  -0.8266  -2.7700
H  1.7015  0.3036  -3.9261
H  2.9139  -1.6622  -4.0960
C  -1.5520  -0.3214  3.8512
O  -1.6620  -1.1843  2.7191
H  -2.4878  0.2291  4.1034
H  -0.7621  0.3692  3.5676
H  -1.1769  -0.8256  4.7172
H  -0.8820  -1.7856  2.7399
C  -1.3243  2.2034  -3.8244
O  -0.0020  2.3061  -3.4130
H  -2.0975  2.1659  -3.0928
H  -1.6445  1.4017  -4.4145
H  -1.4868  3.0784  -4.4380
H  0.0120  2.9858  -2.6849
C  2.0105  -1.1507  2.8778
O  1.7772  -2.0086  3.9629
H  1.3075  -0.2884  2.9904
H  1.7306  -1.7311  1.9042
H  3.0099  -0.8658  2.8186
H  1.2314  -2.7274  3.6826
C  1.1634  4.4789  -1.0111
O  1.2315  3.1195  -0.5626
H  0.2119  4.7373  -1.3667
H  1.9485  4.7356  -1.8106
H  1.4166  5.1414  -0.1911
H  1.5448  3.0659  0.3618
C  -2.4496  4.2079  -1.1454
O  -2.3012  5.5162  -1.6080
H  -1.5315  3.7285  -0.8696
H  -3.1083  3.4988  -1.5334
H  -2.7977  4.4345  -0.1046
H  -1.7976  5.5835  -2.4473
C  -0.2495  -3.9875  1.5736
O  0.1197  -3.6682  2.8469
H  0.0062  -5.0511  1.4186
H  0.3785  -3.3593  0.9485
H  -1.2838  -3.7920  1.4669
H  -0.5632  -4.1175  3.3538